Record 1
Here is C33H57IN2O2PrSi as an isolated structure at a distorted geometry from the OMol25 dataset. Energies are from ωB97M-V with the def2-TZVPD basis set.

Values from the calculation:
Total charge ... +1
⟨S²⟩ ... 2.003
HOMO-LUMO gap (alpha / beta) ... 7.9 / 8.3 eV
Spin multiplicity ... 3
LUMO (alpha / beta) ... -2.92 / -2.48 eV

Geometry (Å):
O  1.1929  -1.3459  0.0628
O  0.9463  -0.2537  -3.8074
C  2.6005  -1.8113  -0.0148
C  2.8628  -2.9417  0.9512
H  3.1942  -0.9226  0.2029
H  2.7899  -2.0884  -1.0597
H  2.5637  -2.6762  1.9723
H  3.9363  -3.1539  0.9662
H  2.3351  -3.8506  0.6564
C  0.1402  -2.3161  -0.2892
C  0.4363  -3.0707  -1.5700
H  -0.7781  -1.7115  -0.3936
H  0.0172  -2.9950  0.5660
H  0.5244  -2.3919  -2.4239
H  -0.4056  -3.7390  -1.7793
H  1.3425  -3.6815  -1.4919
C  -0.1294  0.3782  -4.5320
C  1.9264  -0.8973  -4.6451
C  -1.4487  -0.3320  -4.3199
H  0.1068  0.4268  -5.6131
H  -0.2167  1.4054  -4.1443
H  -1.3893  -1.3866  -4.6216
H  -2.2059  0.1679  -4.9350
H  -1.7650  -0.2645  -3.2711
C  1.3634  -2.0750  -5.4159
H  2.7265  -1.2166  -3.9599
H  2.3499  -0.1586  -5.3513
H  0.8391  -2.7764  -4.7585
H  2.1906  -2.6007  -5.8980
H  0.6793  -1.7386  -6.2025
H  1.5416  0.3395  -1.6665
N  -0.8211  -0.6638  3.3733
C  -1.5993  -0.1004  4.3188
C  -2.3713  1.0430  4.0968
C  -2.5090  1.7518  2.8968
C  -1.7441  -0.7834  5.6552
H  -0.7955  -1.1961  6.0221
H  -2.4850  -1.5945  5.6002
H  -2.1048  -0.0491  6.3858
C  -3.5841  2.7965  2.7985
H  -4.2950  2.5860  1.9855
H  -3.1767  3.8086  2.6490
H  -4.1296  2.7802  3.7501
N  -1.7204  1.5239  1.8441
C  -0.5225  -2.0659  3.4826
C  0.7313  -2.4472  4.0050
C  1.6987  -1.4177  4.5082
C  1.0332  -3.8066  4.0807
H  2.0082  -4.1045  4.4751
C  0.1037  -4.7645  3.6739
H  0.3538  -5.8250  3.7363
C  -1.1542  -4.3790  3.2015
H  -1.8916  -5.1290  2.9073
C  -1.4928  -3.0281  3.1172
C  -2.8713  -2.5977  2.7155
C  -1.9642  2.1054  0.5540
C  -1.3614  3.3387  0.2147
C  -0.5505  4.0967  1.2226
C  -1.5231  3.8229  -1.0822
H  -1.0535  4.7748  -1.3529
C  -2.2771  3.1071  -2.0164
H  -2.4055  3.4884  -3.0318
C  -2.8974  1.9070  -1.6575
H  -3.5100  1.3512  -2.3702
C  -2.7589  1.3949  -0.3716
C  -3.4069  0.0878  -0.0291
Pr  0.3253  0.3849  1.4841
H  2.4139  -1.1034  3.7347
H  2.3002  -1.8332  5.3263
H  1.2061  -0.5185  4.8911
H  -2.8697  -1.7234  2.0528
H  -3.5050  -2.3541  3.5820
H  -3.3711  -3.4107  2.1748
H  -0.3418  5.0980  0.8242
H  0.4337  3.6372  1.4213
H  -1.0680  4.2158  2.1852
H  -3.8280  0.0467  0.9815
H  -2.7162  -0.7630  -0.1433
H  -4.2298  -0.0918  -0.7360
H  -3.0286  1.3456  4.9066
C  1.4332  1.4055  -1.3774
Si  2.5564  2.5309  -2.4290
H  0.3779  1.6814  -1.4946
H  1.7703  1.5538  -0.3270
C  4.1983  1.6639  -2.7148
C  2.7588  4.1560  -1.5078
C  1.8732  2.9893  -4.1192
H  2.6408  3.5307  -4.6900
H  0.9946  3.6403  -4.0265
H  1.5938  2.1101  -4.7101
H  4.7339  1.5140  -1.7636
H  4.8420  2.2669  -3.3764
H  4.0565  0.6802  -3.1890
H  2.8271  4.0054  -0.4209
H  1.9074  4.8238  -1.7136
H  3.6750  4.6645  -1.8440
I  2.8199  1.7196  2.4459

Record 2
Here is C2H2FOPTl as an isolated structure at a distorted geometry from the OMol25 dataset. Energies are from ωB97M-V with the def2-TZVPD basis set.

Values from the calculation:
⟨S²⟩ ... 1.396
HOMO-LUMO gap (alpha / beta) ... 6.6 / 5.6 eV
ΔE to the lowest compared entry with this formula, charge and spin ... 41.9 kcal per mole
Spin multiplicity ... 2
LUMO (alpha / beta) ... -0.69 / -1.40 eV

Geometry (Å):
O  0.9745  0.9233  0.8343
C  -0.2892  0.4740  0.7696
C  -0.8868  -0.1604  -0.2892
H  -1.8021  0.5547  0.2203
H  -0.6907  0.1328  1.7396
F  -0.6216  -1.4454  -0.5950
Tl  1.0372  -0.9258  -2.4440
P  2.2787  0.4469  -0.2356

Record 3
Here is a 2-piece molecular cluster, C6H12O3 overall from the OMol25 dataset. Energies are from ωB97M-V with the def2-TZVPD basis set.

Values from the calculation:
HOMO-LUMO gap ... 8.3 eV
ΔE to the lowest compared entry with this formula, charge and spin ... 74.3 kcal per mole
LUMO ... 0.65 eV

Geometry (Å):
C  0.2394  1.9976  -0.1344
C  -0.9216  -1.5908  -1.0840
C  -1.9391  0.0700  0.5603
C  0.1993  0.6011  -0.6515
C  -0.6679  -0.4205  -0.1364
O  0.8229  0.3503  -1.8082
H  1.5800  0.9437  -1.9092
H  1.2169  2.4489  -0.3155
H  0.0629  2.0265  0.9376
H  -0.5253  2.5977  -0.6395
H  -1.4310  -2.3902  -0.5433
H  0.0122  -1.9903  -1.4767
H  -1.5485  -1.2962  -1.9299
H  -2.5009  -0.7814  0.9455
H  -1.7164  0.7205  1.4070
H  -2.5959  0.6155  -0.1233
C  1.6353  -0.7662  1.3776
O  2.5370  -1.3761  2.1684
O  2.0308  0.0910  0.5909
H  3.4220  -0.9917  2.0057
H  0.0879  -0.8591  0.7588